[1]
Computed, not measured: a structure of composition C5H4Cl2NO5Pt at a distorted geometry, with wB97M-V/def2-TZVPD.

Summary:
HOMO level: -0.1152 Ha
orbital gap: 0.2085 Eh
net charge: -1
E: -1663.204847 a.u.

Cartesian coordinates (Å):
Pt: 0.008 0.016 0.000
O: -2.044 -2.265 0.922
Cl: -1.275 -1.688 -0.160
O: -1.496 -2.464 -1.362
O: -1.992 -0.332 -0.450
O: 0.221 -1.980 0.224
O: 1.654 0.280 0.372
Cl: -3.287 4.466 -0.971
C: -1.697 3.883 -0.655
C: -0.630 4.761 -0.565
C: 0.631 4.243 -0.308
C: 0.774 2.878 -0.153
N: -0.253 2.027 -0.238
C: -1.471 2.531 -0.486
H: -0.776 5.826 -0.692
H: 1.491 4.891 -0.230
H: 1.731 2.411 0.051
H: -2.273 1.807 -0.547


[2]
Computed, not measured: a structure of composition C35H36As2B2CrF4N5O4S, with wB97M-V/def2-TZVPD.

Summary:
HOMO level (spin up / spin down): -0.3973 / -0.4191 Ha
orbital gap (spin up / spin down): 0.2507 / 0.2498 Eh
net charge: +1
2S+1: 5
relative energy (zero: lowest compared OMol25 entry of this formula, charge and spin): 8.843 eV
E: -8293.133977 a.u.

Cartesian coordinates (Å):
Cr: 1.035 -0.615 0.634
C: 2.265 -4.295 -1.068
C: 1.680 -3.187 -0.265
N: 2.236 -2.030 -0.146
O: 3.316 -1.755 -0.876
B: 4.155 -0.557 -0.466
F: 4.924 -0.242 -1.540
F: 4.855 -0.886 0.667
O: 3.327 0.750 -0.240
N: 2.450 0.819 0.831
C: 1.838 2.136 0.970
C: 2.681 3.322 0.642
C: 0.614 2.196 1.512
N: -0.075 0.943 1.872
O: 0.472 0.443 3.046
B: -1.597 -1.007 3.549
F: -2.917 -0.769 4.067
F: -0.246 -3.214 3.273
O: -1.486 -2.063 1.080
N: -0.162 -2.188 0.764
C: 0.302 -3.296 0.325
C: -0.482 -4.556 0.273
C: -0.021 3.424 2.084
H: 3.315 -4.095 -1.257
H: 1.753 -4.374 -2.031
H: 2.156 -5.247 -0.550
H: 3.325 3.091 -0.204
H: 3.322 3.585 1.489
H: 2.064 4.184 0.404
H: -1.335 -4.483 0.941
H: 0.142 -5.397 0.572
H: -0.833 -4.745 -0.745
H: 0.249 4.305 1.505
H: 0.346 3.568 3.104
H: -1.105 3.350 2.113
C: -1.127 2.451 -1.166
C: -0.037 1.889 -2.099
As: 0.214 -0.052 -1.970
C: -1.362 -0.735 -2.872
C: -2.108 -1.758 -2.300
C: -3.210 -2.276 -2.968
C: -3.571 -1.769 -4.207
C: -2.824 -0.749 -4.785
C: -1.717 -0.238 -4.123
C: 1.541 -0.432 -3.317
C: 1.416 -1.603 -4.060
C: 2.383 -1.933 -4.998
C: 3.469 -1.093 -5.201
C: 3.592 0.073 -4.462
C: 2.633 0.402 -3.513
As: -2.270 1.162 -0.186
C: -1.114 0.392 1.286
C: -0.572 0.126 4.113
C: 0.222 -0.562 5.174
C: 0.020 -1.877 5.201
C: -0.964 -2.376 4.185
C: -1.736 -0.885 1.920
C: -3.112 2.407 1.075
C: -3.308 3.738 0.714
C: -3.919 4.619 1.598
C: -4.326 4.181 2.850
C: -4.144 2.851 3.207
C: -3.552 1.962 2.321
H: -1.882 2.965 -1.766
H: -0.728 3.187 -0.473
H: 0.930 2.326 -1.846
H: -0.234 2.143 -3.139
H: -1.858 -2.137 -1.317
H: -3.790 -3.070 -2.514
H: -4.432 -2.168 -4.727
H: -3.097 -0.359 -5.756
H: -1.123 0.533 -4.599
H: 0.554 -2.248 -3.928
H: 2.282 -2.841 -5.579
H: 4.223 -1.350 -5.934
H: 4.448 0.719 -4.602
H: 2.767 1.295 -2.916
H: -0.974 1.100 4.406
H: 0.897 -0.032 5.836
H: 0.524 -2.549 5.888
H: -1.726 -3.016 4.634
H: -2.808 -0.758 1.745
H: -2.993 4.111 -0.251
H: -4.072 5.649 1.305
H: -4.790 4.870 3.543
H: -4.467 2.493 4.176
H: -3.445 0.934 2.645
S: 5.493 1.611 2.898
C: 4.151 1.035 2.406
N: 3.070 0.527 2.121


[3]
Computed, not measured: a cluster of 7 separate species, C43H101N7O7 in total at a distorted geometry, with wB97M-V/def2-TZVPD.

Summary:
HOMO level (spin up / spin down): -0.3441 / -0.3441 Ha
orbital gap (spin up / spin down): 0.2436 / 0.0976 Eh
net charge: +1
2S+1: 2
relative energy (zero: lowest compared OMol25 entry of this formula, charge and spin): 1.179 eV
E: -2608.199188 a.u.

Cartesian coordinates (Å):
C: 0.603 7.274 1.940
C: 0.381 6.357 3.205
C: 1.124 5.090 2.709
C: 1.525 4.142 3.767
C: 2.267 4.918 4.960
C: 1.450 6.161 5.512
N: 1.005 7.012 4.371
O: 0.524 8.272 4.617
C: 0.327 5.466 6.382
C: 2.464 6.885 6.342
C: -1.134 6.105 3.302
H: 0.288 6.767 1.028
H: 1.641 7.581 2.070
H: -0.080 8.118 2.039
H: 0.501 4.629 1.944
H: 2.119 5.378 2.368
H: 2.238 3.387 3.436
H: 0.708 3.465 4.016
H: 3.152 5.240 4.411
H: 2.231 4.097 5.675
H: -0.279 6.235 6.861
H: -0.383 4.875 5.803
H: 0.771 4.999 7.261
H: 2.103 7.884 6.586
H: 2.562 6.345 7.284
H: 3.406 7.139 5.857
H: -1.560 5.698 2.385
H: -1.497 7.036 3.738
H: -1.399 5.385 4.077
H: -0.145 8.092 5.281
C: 2.737 -0.710 0.448
C: 1.176 -0.853 0.161
C: 0.286 -0.419 1.401
C: 0.068 0.984 1.626
C: -0.437 1.732 0.360
C: 0.539 1.458 -0.876
N: 0.772 -0.039 -0.966
O: 1.620 -0.184 -2.145
C: -0.239 1.961 -2.145
C: 1.799 2.333 -0.839
C: 0.920 -2.342 0.010
H: 3.003 -1.510 1.138
H: 2.775 0.207 1.036
H: 3.378 -0.601 -0.427
H: -0.722 -0.827 1.329
H: 0.874 -0.810 2.232
H: 1.028 1.387 1.949
H: -0.526 1.205 2.512
H: -0.572 2.797 0.551
H: -1.443 1.344 0.202
H: 0.273 1.919 -3.106
H: -1.119 1.346 -2.335
H: -0.541 3.004 -2.058
H: 2.328 2.256 -1.789
H: 1.677 3.396 -0.632
H: 2.439 1.965 -0.037
H: 1.655 -2.706 -0.708
H: -0.052 -2.634 -0.387
H: 0.971 -2.894 0.949
H: 0.992 -0.777 -2.566
C: 1.539 -9.364 4.164
C: 2.022 -8.986 2.751
C: 1.068 -9.700 1.736
C: 0.964 -9.070 0.356
C: 0.403 -7.695 0.515
C: 1.418 -6.764 1.455
N: 1.784 -7.519 2.647
O: 2.363 -6.651 3.533
C: 2.597 -6.416 0.646
C: 0.551 -5.558 1.735
C: 3.525 -9.435 2.489
H: 0.585 -8.965 4.509
H: 2.160 -8.951 4.959
H: 1.454 -10.447 4.254
H: 1.378 -10.712 1.475
H: 0.137 -10.079 2.159
H: 0.260 -9.609 -0.278
H: 1.895 -9.069 -0.210
H: -0.634 -7.598 0.837
H: 0.319 -7.240 -0.471
H: 3.259 -7.233 0.356
H: 2.296 -5.778 -0.185
H: 3.194 -5.787 1.306
H: 0.222 -5.040 0.834
H: -0.345 -5.821 2.298
H: 0.976 -4.708 2.269
H: 3.827 -10.411 2.871
H: 4.186 -8.732 2.997
H: 3.913 -9.242 1.488
H: 1.705 -6.804 4.214
C: -0.665 1.033 -5.992
C: -1.684 1.080 -7.188
C: -2.831 2.090 -6.995
O: -3.714 1.959 -8.134
C: -5.085 2.549 -8.042
N: -0.931 1.284 -8.370
H: 0.216 0.401 -6.106
H: -1.004 0.754 -4.994
H: -0.381 2.051 -5.725
H: -2.176 0.109 -7.243
H: -2.463 3.116 -7.008
H: -3.386 1.768 -6.114
H: -5.570 2.103 -8.910
H: -5.148 3.620 -8.231
H: -5.634 2.342 -7.123
H: -0.521 2.199 -8.492
H: -1.462 1.147 -9.218
C: -3.152 -2.161 -1.576
C: -3.241 -3.126 -0.389
C: -4.512 -3.190 0.414
O: -4.649 -4.152 1.425
C: -3.575 -4.158 2.355
N: -2.994 -4.384 -1.107
H: -2.878 -1.173 -1.208
H: -4.088 -1.969 -2.101
H: -2.286 -2.307 -2.222
H: -2.341 -3.028 0.219
H: -5.368 -3.425 -0.219
H: -4.543 -2.209 0.889
H: -3.563 -3.149 2.765
H: -2.616 -4.414 1.903
H: -3.799 -4.798 3.208
H: -3.057 -5.034 -0.337
H: -3.789 -4.582 -1.698
C: -4.035 4.518 0.271
C: -3.835 3.169 -0.506
C: -5.123 2.394 -0.462
O: -4.964 1.253 -1.321
C: -6.129 0.491 -1.195
N: -3.533 3.471 -1.915
H: -4.845 5.103 -0.163
H: -3.220 5.242 0.272
H: -4.199 4.251 1.316
H: -3.070 2.617 0.038
H: -5.966 2.911 -0.919
H: -5.259 2.011 0.550
H: -7.050 0.880 -0.761
H: -5.809 -0.306 -0.523
H: -6.341 0.002 -2.146
H: -3.415 2.570 -2.356
H: -4.392 3.858 -2.279
C: 5.194 -0.561 -2.912
C: 4.527 0.847 -3.228
C: 4.925 2.100 -2.383
O: 4.263 3.351 -2.865
C: 4.592 4.364 -2.004
N: 4.659 1.155 -4.618
H: 5.978 -0.712 -3.654
H: 4.517 -1.414 -2.968
H: 5.532 -0.625 -1.878
H: 3.456 0.675 -3.114
H: 5.990 2.328 -2.342
H: 4.558 1.849 -1.388
H: 5.259 5.146 -2.366
H: 4.921 4.063 -1.010
H: 3.710 5.003 -1.948
H: 4.837 2.144 -4.516
H: 5.563 0.864 -4.961


[4]
Computed, not measured: a structure of composition C20H45F3O24S2V3 at a distorted geometry, with wB97M-V/def2-TZVPD.

Summary:
HOMO level: -0.2303 Ha
orbital gap: 0.2931 Eh
net charge: -1
relative energy (zero: lowest compared OMol25 entry of this formula, charge and spin): 0.000 eV
E: -6523.009511 a.u.

Cartesian coordinates (Å):
O: -1.913 -0.822 -1.369
V: -0.636 -0.123 -1.990
O: -1.144 1.050 -2.961
O: 4.679 0.762 0.571
V: 3.752 2.054 0.691
O: 3.789 2.856 -0.678
O: -0.852 0.325 4.122
V: 0.601 -0.299 3.802
O: 1.032 -0.914 5.169
S: 2.908 2.374 3.918
O: 3.619 2.537 2.553
O: 3.910 1.913 4.858
O: 2.256 3.608 4.236
O: 1.888 1.291 3.674
S: 0.730 0.443 0.359
O: -0.370 1.191 -0.286
O: 0.391 0.042 1.707
O: 0.925 -0.694 -0.599
O: 1.951 1.257 0.399
C: -2.008 -2.355 -3.951
O: -0.874 -1.603 -3.616
C: 0.200 -1.761 -4.547
C: 1.504 -1.316 -3.938
O: 1.251 -0.106 -3.261
C: 2.287 0.868 -3.192
H: -2.828 -2.026 -3.319
H: -1.822 -3.428 -3.832
H: -2.294 -2.179 -4.995
H: -0.006 -1.141 -5.429
H: 0.239 -2.792 -4.903
H: 2.228 -1.103 -4.737
H: 2.007 -2.069 -3.321
H: 2.593 1.150 -4.200
H: 3.140 0.462 -2.640
H: 1.892 1.706 -2.626
C: 2.368 6.035 0.127
O: 1.818 5.224 1.113
C: 0.641 4.593 0.637
C: -0.010 3.782 1.723
O: -0.234 4.603 2.832
C: -1.025 3.949 3.794
H: 3.236 6.553 0.539
H: 1.653 6.783 -0.247
H: 2.734 5.455 -0.738
H: 0.910 3.895 -0.171
H: -0.088 5.344 0.301
H: 0.647 2.946 2.017
H: -0.957 3.359 1.353
H: -1.072 4.589 4.670
H: -0.590 2.975 4.055
H: -2.041 3.765 3.404
C: 3.358 -1.288 2.470
O: 2.225 -1.894 3.123
C: 1.584 -2.816 2.285
C: 0.310 -3.261 2.929
O: -0.533 -2.136 3.097
C: -1.844 -2.458 3.537
H: 3.792 -0.589 3.179
H: 3.038 -0.715 1.601
H: 4.055 -2.071 2.168
H: 2.218 -3.687 2.075
H: 1.324 -2.325 1.336
H: 0.512 -3.710 3.912
H: -0.154 -4.018 2.285
H: -1.818 -2.748 4.596
H: -2.256 -3.264 2.932
H: -2.416 -1.535 3.497
C: -3.315 1.202 1.422
O: -3.878 2.081 0.473
C: -4.738 1.404 -0.426
C: -5.067 2.299 -1.590
O: -4.026 2.495 -2.515
C: -3.077 3.475 -2.136
H: -4.104 0.738 2.032
H: -2.651 1.763 2.077
H: -2.708 0.434 0.932
H: -5.690 1.229 0.103
H: -4.247 0.488 -0.773
H: -5.453 3.257 -1.209
H: -5.878 1.818 -2.149
H: -2.221 3.373 -2.801
H: -2.728 3.326 -1.115
H: -3.487 4.489 -2.244
C: -0.530 -3.647 -0.753
C: 0.912 -3.903 -1.075
O: 1.108 -5.290 -1.493
C: 0.878 -5.540 -2.752
O: 0.628 -4.754 -3.625
C: 0.919 -7.045 -3.060
F: 1.294 -7.790 -2.019
F: -0.296 -7.450 -3.451
F: 1.773 -7.277 -4.064
H: -0.829 -4.354 0.022
H: -1.203 -3.634 -1.608
H: -0.651 -2.643 -0.334
H: 1.517 -3.822 -0.177
H: 1.336 -3.216 -1.797